# C4H13N3S

2 unconnected molecules or ions with the total composition C4H13N3S at a distorted geometry (the ωB97M-V functional and the def2-TZVPD basis, the Open Molecules 2025 dataset).

Last column: Mulliken charge in e.
Geometry (Å):
C  0.98861  -1.92127  0.08959  -0.434
C  0.22930  -1.79785  -1.03242  -0.135
N  -0.24148  -2.93602  -1.76336  -0.532
N  1.42205  -0.86468  0.95568  -0.448
H  1.47770  -2.92940  0.26551  0.211
H  0.04539  -0.81358  -1.46781  0.430
H  -0.76790  -2.74356  -2.60862  0.215
H  -0.45149  -3.77058  -1.18996  0.219
H  2.16786  -1.17548  1.65735  0.281
H  0.40905  -0.00718  1.47777  0.169
H  1.86294  -0.17281  0.37464  0.315
C  -0.22579  2.15392  -0.13684  -0.507
C  -0.76131  2.27402  1.29133  -0.485
S  -0.42349  0.77471  2.37235  -0.350
N  -1.06878  1.31486  -1.02428  -0.599
H  0.82209  1.73992  -0.11823  0.147
H  -0.06642  3.15689  -0.57988  0.337
H  -1.87389  2.36843  1.30645  0.277
H  -0.23636  3.10752  1.76546  0.361
H  -2.01250  1.78743  -1.04217  0.260
H  -1.29556  0.45470  -0.59255  0.266

Strongest force on any atom   2.6 eV/A
Highest occupied orbital energy   -7.7 eV
SMILES string   N/C=C/N.NCCS

=====

# C4H13N4

2 unconnected molecules or ions with the total composition C4H13N4 (the ωB97M-V functional and the def2-TZVPD basis, the Open Molecules 2025 dataset).

Last column: Mulliken charge in e.
Geometry (Å):
C  -0.78858  -1.51666  0.74921  0.033
C  -0.96437  -1.72223  -0.55843  -0.584
N  0.18064  -1.54639  -1.47577  -0.190
N  -1.73528  -1.55032  1.73030  -0.476
H  0.19667  -1.29430  1.13787  0.346
H  -1.91950  -1.98112  -0.98635  0.321
H  0.32447  -0.54492  -1.61763  0.234
H  1.00908  -2.05094  -1.15499  0.388
H  -0.02831  -1.94323  -2.38991  0.390
H  -2.70461  -1.53645  1.47817  0.240
H  -1.55356  -0.90380  2.48305  0.259
C  0.26650  1.91853  0.14762  -0.034
C  1.31472  1.20288  -0.23986  -0.620
N  1.99329  0.24804  0.55573  -0.454
N  -0.44756  2.77737  -0.77145  -0.602
H  -0.08730  1.92209  1.17768  0.277
H  1.79096  1.41950  -1.19041  0.439
H  1.76266  0.33986  1.54237  0.247
H  3.00190  0.34436  0.49252  0.253
H  -0.17993  3.72543  -0.54422  0.258
H  -1.43188  2.69231  -0.56550  0.275

Strongest force on any atom   1.0 eV/A
Highest occupied orbital energy   -12.1 eV
Net charge   +1

=====

Question: What is the highest occupied orbital energy in the second record?
Answer: -12.1 eV

=====

Question: What is the highest occupied orbital energy in the first record?
Answer: -7.7 eV

=====

Question: What is the formula in the second record?
Answer: C4H13N4